Entry 1:
Formula: C30H36HgN3O3S2Si2
Source: OMol25
Level of theory: ωB97M-V with the def2-TZVPD basis set

Positions of all 77 atoms, in Å:
Hg  0.3449  -0.2611  0.4692
C  -5.9313  -2.6566  0.1098
Si  -6.1702  -0.8020  0.0531
C  -7.6567  -0.5432  -1.0986
C  -6.7163  -0.2112  1.7544
C  -4.8058  0.3069  -0.5749
C  -5.1656  1.5029  -1.1775
C  -4.2021  2.3633  -1.6908
C  -2.8836  1.9488  -1.5892
N  -2.4882  0.8363  -0.9884
C  -3.4137  0.0206  -0.4348
S  -2.8785  -1.3497  0.4662
H  -6.9093  -3.1453  0.1776
H  -5.3130  -2.9397  0.9581
H  -5.4155  -3.0120  -0.7832
H  -8.4652  -1.2274  -0.8277
H  -7.3795  -0.7401  -2.1366
H  -8.0540  0.4726  -1.0489
H  -7.6052  -0.7412  2.1071
H  -6.9378  0.8582  1.7304
H  -5.9104  -0.3689  2.4738
H  -6.2150  1.7724  -1.2621
H  -4.4555  3.3056  -2.1584
H  -2.0919  2.5595  -2.0106
C  6.0616  0.8037  0.6913
N  5.0442  -0.2201  0.5727
C  4.7534  -0.7442  -0.7596
C  4.1522  -0.3482  1.5423
N  3.3856  -0.4638  2.4017
H  7.0475  0.3734  0.4870
H  6.0562  1.2123  1.7003
H  5.8799  1.6130  -0.0210
H  5.6510  -1.2271  -1.1541
H  4.4387  0.0582  -1.4315
H  3.9435  -1.4673  -0.6967
C  -2.3077  5.5501  -0.3197
C  -2.1835  4.8185  0.8554
C  -1.1680  3.8858  0.9900
C  -0.2434  3.6512  -0.0350
C  -0.3880  4.3997  -1.2062
C  -1.4020  5.3393  -1.3486
Si  1.0525  2.2806  0.2081
C  1.8634  2.8913  1.8262
C  1.8113  2.1385  2.9979
C  2.3478  2.6136  4.1904
C  2.9542  3.8580  4.2343
C  3.0170  4.6312  3.0800
C  2.4716  4.1510  1.8992
C  2.3199  2.5427  -1.1758
C  1.9455  2.2371  -2.4896
C  2.8350  2.3526  -3.5449
C  4.1409  2.7648  -3.3142
C  4.5448  3.0515  -2.0188
C  3.6442  2.9352  -0.9661
H  -3.1052  6.2759  -0.4311
H  -2.8916  4.9642  1.6631
H  -1.0955  3.3146  1.9096
H  0.3081  4.2517  -2.0238
H  -1.4865  5.9045  -2.2706
H  1.3639  1.1532  2.9728
H  2.2976  2.0000  5.0819
H  3.3726  4.2304  5.1633
H  3.4849  5.6093  3.1043
H  2.5067  4.7747  1.0118
H  0.9490  1.8583  -2.6834
H  2.5159  2.0921  -4.5464
H  4.8442  2.8393  -4.1359
H  5.5657  3.3661  -1.8263
H  3.9810  3.1581  0.0404
C  -0.0144  -2.5962  -2.4843
S  1.6819  -2.1062  -2.2369
O  2.4464  -2.7714  -3.2900
O  1.6884  -0.6465  -2.3445
O  2.0241  -2.5740  -0.8900
H  -0.2333  -2.5368  -3.5485
H  -0.6762  -1.9431  -1.9168
H  -0.1196  -3.6189  -2.1291

Output
relative energy (zero: lowest compared OMol25 entry of this formula, charge and spin): 0.071 eV
electronic energy: -83910.052 eV
highest occupied orbital energy (spin up / spin down): -0.006 / -0.062 hartree
spin multiplicity: 2
orbital gap (spin up / spin down): 4.569 / 6.090 eV
net charge: -2
⟨S²⟩: 0.76

---

Entry 2:
Formula: C30H36MnN4O2Sb2
Source: OMol25
Level of theory: ωB97M-V with the def2-TZVPD basis set

Positions of all 75 atoms, in Å:
Mn  0.3051  -0.5685  0.7485
C  1.0868  -0.6299  4.8563
C  1.3442  -0.5472  3.3849
O  0.3564  -0.5284  2.5758
C  2.6742  -0.4936  2.9406
C  3.0540  -0.4192  1.6029
C  4.4877  -0.3667  1.2075
N  2.1241  -0.3999  0.6404
N  2.5179  -0.2828  -0.6111
C  1.5157  -0.3416  -1.4643
O  0.3083  -0.4568  -1.0389
C  1.7944  -0.3005  -2.8909
C  3.1125  -0.2657  -3.3665
C  3.3470  -0.2550  -4.7257
C  2.2812  -0.2749  -5.6186
C  0.9719  -0.3155  -5.1525
C  0.7271  -0.3311  -3.7969
H  0.0205  -0.6075  5.0633
H  1.5781  0.1895  5.3787
H  1.5116  -1.5533  5.2534
H  3.4479  -0.5148  3.6877
H  5.1295  -0.3415  2.0791
H  4.6755  0.5043  0.5812
H  4.7350  -1.2374  0.6017
H  3.9254  -0.2556  -2.6584
H  4.3590  -0.2338  -5.0981
H  2.4687  -0.2625  -6.6798
H  0.1468  -0.3375  -5.8473
H  -0.2849  -0.3727  -3.4200
C  -3.7374  -1.9984  1.1642
Sb  -2.2882  -0.5408  0.5188
C  -2.8873  -0.2898  -1.5261
C  -3.3441  1.2156  1.3571
C  -3.4610  2.3196  0.3796
C  -4.5704  2.3553  -0.4648
C  -4.7247  3.3543  -1.4056
C  -3.7593  4.3464  -1.5284
C  -2.6492  4.3258  -0.7089
C  -2.4855  3.3356  0.2611
C  -1.3337  3.4251  1.1785
Sb  0.3111  2.0295  0.7373
C  1.8177  2.9163  1.9967
C  0.9749  2.8752  -1.1237
H  -4.7063  -1.6686  0.8030
H  -3.7664  -2.0604  2.2496
H  -3.5219  -2.9797  0.7496
H  -3.9688  -0.2111  -1.5862
H  -2.5578  -1.1509  -2.1016
H  -2.4330  0.6144  -1.9256
H  -2.8186  1.5007  2.2682
H  -4.3267  0.8305  1.6212
H  -5.3308  1.5945  -0.3637
H  -5.6003  3.3682  -2.0362
H  -3.8836  5.1375  -2.2508
H  -1.9127  5.1121  -0.7867
H  -1.6054  3.2577  2.2171
H  -0.8397  4.3885  1.0969
H  1.8683  3.9758  1.7566
H  2.7909  2.4653  1.8097
H  1.5622  2.8061  3.0494
H  1.1278  3.9405  -0.9606
H  0.2337  2.7322  -1.9075
H  1.9174  2.4190  -1.4266
N  0.6633  -7.9046  0.6979
C  0.6200  -6.7622  0.7029
C  0.5588  -5.3429  0.7136
C  1.3061  -4.5808  -0.1844
C  1.1949  -3.2039  -0.1430
N  0.4155  -2.5520  0.7329
C  -0.2866  -3.2900  1.6059
C  -0.2581  -4.6685  1.6253
H  1.9599  -5.0514  -0.9009
H  1.7630  -2.6185  -0.8566
H  -0.8907  -2.7506  2.3301
H  -0.8600  -5.2172  2.3316

Output
electronic energy: -86128.267 eV
highest occupied orbital energy (spin up / spin down): -0.486 / -0.486 hartree
spin multiplicity: 2
orbital gap (spin up / spin down): 4.725 / 4.672 eV
net charge: +2
⟨S²⟩: 0.79

---

Entry 3:
Formula: C30H36N6O2S4Sn
Source: OMol25
Level of theory: ωB97M-V with the def2-TZVPD basis set

Positions of all 79 atoms, in Å:
Sn  0.0375  0.4386  -0.3351
S  2.4867  1.1599  -0.2121
C  2.3625  2.7498  -0.8536
C  3.4837  3.2719  -1.5347
C  3.4664  4.5472  -2.0359
C  2.3003  5.3229  -1.9523
C  1.1699  4.8045  -1.3791
C  1.1848  3.5238  -0.7804
S  -0.2607  2.9733  -0.0422
H  4.3730  2.6571  -1.6166
H  4.3503  4.9501  -2.5173
H  2.2883  6.3262  -2.3605
H  0.2549  5.3852  -1.3338
N  0.3067  0.8230  2.0436
C  0.6817  -0.4406  2.6983
C  0.3660  -0.4190  4.2043
C  0.2703  -1.7330  4.9898
C  1.4794  -2.6761  5.0308
N  2.7996  -2.0242  4.9675
C  3.6857  -2.1766  3.9924
N  4.9356  -1.7270  4.1643
N  3.3381  -2.7545  2.8460
C  -0.0099  -1.5443  1.9268
O  0.2728  -2.7198  2.1796
O  -0.8365  -1.1451  1.0157
H  0.9246  1.5837  2.3011
H  -0.6291  1.0881  2.3362
H  1.7516  -0.5800  2.5325
H  -0.6097  0.0615  4.3116
H  1.0884  0.2458  4.6835
H  -0.5700  -2.3160  4.6119
H  0.0212  -1.4506  6.0133
H  1.4087  -3.4030  4.2302
H  1.4530  -3.2274  5.9680
H  3.1240  -1.5769  5.8086
H  5.2655  -1.4391  5.0692
H  5.6296  -1.8558  3.4495
H  2.3591  -2.8808  2.6012
H  4.0220  -2.8627  2.1178
S  0.7013  -2.0219  -1.4110
C  -0.7948  -2.7798  -1.4377
N  -0.9450  -4.0518  -1.7352
C  -2.2892  -4.6567  -1.7243
C  -3.0642  -4.0744  -0.5860
N  -3.1283  -2.6149  -0.7803
C  -4.4584  -2.0119  -0.5062
C  -5.4479  -2.3576  -1.5976
C  -5.3088  -1.8389  -2.8859
C  -6.2186  -2.1807  -3.8760
C  -7.2758  -3.0382  -3.5870
C  -7.4225  -3.5492  -2.3057
C  -6.5067  -3.2134  -1.3148
C  -2.0799  -1.9707  -1.2118
S  -2.1199  -0.3217  -1.6293
C  0.1747  -4.9739  -2.0824
C  0.5814  -5.8767  -0.9371
C  1.6242  -5.5198  -0.0861
C  1.9892  -6.3571  0.9606
C  1.3082  -7.5480  1.1775
C  0.2753  -7.9159  0.3259
C  -0.0780  -7.0876  -0.7306
H  -2.1822  -5.7254  -1.5921
H  -2.7946  -4.4681  -2.6734
H  -2.5929  -4.2991  0.3719
H  -4.0790  -4.4611  -0.5892
H  -4.3382  -0.9441  -0.3889
H  -4.8006  -2.4355  0.4373
H  -4.5009  -1.1516  -3.1139
H  -6.1092  -1.7690  -4.8729
H  -7.9897  -3.2985  -4.3601
H  -8.2510  -4.2082  -2.0728
H  -6.6336  -3.6084  -0.3093
H  1.0093  -4.3778  -2.4257
H  -0.1818  -5.5778  -2.9152
H  2.1574  -4.5905  -0.2623
H  2.8208  -6.0891  1.6050
H  1.5954  -8.1997  1.9949
H  -0.2419  -8.8578  0.4708
H  -0.8507  -7.4171  -1.4206

Output
relative energy (zero: lowest compared OMol25 entry of this formula, charge and spin): 0.747 eV
electronic energy: -93892.235 eV
highest occupied orbital energy: -0.454 hartree
orbital gap: 5.820 eV
net charge: +2